Entry 1:
ORCA calculation (ωB97M-V/def2-TZVPD) on the ion C4H8N3 with charge +1 in a non-equilibrium geometry.

Geometry as ORCA input:
```
! wB97M-V def2-TZVPD RIJCOSX def2/J DEFGRID3
* xyz 1 1
H 1.545 -0.282 -1.903
N 0.648 -0.574 -1.444
N -0.299 0.122 -1.904
C -1.543 0.016 -1.120
C -1.091 0.305 0.384
N 0.310 -0.043 0.452
C 1.114 -0.209 1.374
C 2.025 -0.339 2.313
H -0.219 1.048 -2.429
H -1.714 -1.020 -1.349
H -2.163 0.825 -1.454
H -1.378 1.339 0.577
H -1.932 -0.250 1.042
H 2.809 0.283 2.419
H 1.887 -1.221 3.042
*
```

Structure (SMILES)   [H]/N=[NH+]/CCN=C=C
Frontier orbital gap (spin up / spin down)   8.18 / 8.18 eV
Calculated total energy   -321.05478 hartree
E_HOMO (spin up / spin down)   -13.1284 / -13.1293 eV

Löwdin population analysis, charges in e, atoms 1 to 2: number 1, H, carries 0.1524; number 2, N, carries 0.1742

Entry 2:
ORCA calculation (ωB97M-V/def2-TZVPD) on a structure of composition C58H46BeIOPSi2.

Geometry as ORCA input:
```
! wB97M-V def2-TZVPD RIJCOSX def2/J DEFGRID3
* xyz 0 1
Be -0.955 0.029 -0.269
I 2.644 0.049 -1.463
C 3.771 1.542 -0.539
C 5.115 1.308 -0.649
C 6.068 2.230 -0.186
C 5.638 3.398 0.350
C 4.256 3.670 0.495
C 3.906 4.921 1.051
C 2.606 5.249 1.251
C 1.617 4.308 0.934
C 1.877 3.074 0.382
P 0.277 2.125 0.135
C -0.620 2.519 1.687
C -2.015 2.534 1.688
C -2.723 2.652 2.876
C -2.048 2.727 4.085
C -0.660 2.676 4.098
C 0.049 2.575 2.911
C -0.430 3.145 -1.228
C -0.534 2.521 -2.470
C -0.948 3.227 -3.591
C -1.268 4.571 -3.484
C -1.178 5.201 -2.250
C -0.763 4.494 -1.133
C 3.252 2.724 0.096
H 5.452 0.397 -1.124
H 7.123 2.012 -0.288
H 6.342 4.151 0.683
H 4.702 5.607 1.314
H 2.324 6.206 1.670
H 0.600 4.568 1.184
H -2.554 2.446 0.754
H -3.805 2.677 2.849
H -2.598 2.818 5.013
H -0.123 2.711 5.037
H 1.130 2.524 2.948
H -0.288 1.473 -2.579
H -1.028 2.716 -4.543
H -1.596 5.124 -4.355
H -1.444 6.247 -2.152
H -0.727 5.007 -0.180
O -2.261 0.438 -0.766
Si -3.631 0.263 -1.636
C -4.969 -0.495 -0.572
C -5.140 -0.060 0.745
C -6.204 -0.504 1.517
C -7.117 -1.406 0.983
C -6.956 -1.861 -0.318
C -5.893 -1.405 -1.087
C -4.372 1.881 -2.213
C -4.012 3.137 -1.733
C -4.684 4.285 -2.136
C -5.734 4.197 -3.036
C -6.118 2.953 -3.523
C -5.449 1.812 -3.108
C -3.296 -0.836 -3.112
C -2.994 -2.179 -2.857
C -2.678 -3.054 -3.887
C -2.658 -2.598 -5.199
C -2.960 -1.271 -5.474
C -3.280 -0.401 -4.439
H -4.431 0.642 1.177
H -6.321 -0.151 2.535
H -7.947 -1.759 1.583
H -7.661 -2.570 -0.734
H -5.776 -1.773 -2.101
H -3.192 3.231 -1.035
H -4.383 5.250 -1.745
H -6.257 5.091 -3.354
H -6.944 2.873 -4.219
H -5.780 0.847 -3.481
H -3.015 -2.552 -1.837
H -2.445 -4.088 -3.662
H -2.410 -3.276 -6.006
H -2.949 -0.914 -6.497
H -3.508 0.635 -4.669
C -3.804 -4.969 0.593
C -2.676 -5.322 -0.135
C -1.597 -4.450 -0.213
C -1.620 -3.206 0.424
C -2.767 -2.874 1.151
C -3.846 -3.744 1.244
Si -0.181 -1.972 0.318
C 0.978 -2.781 -0.948
C 0.736 -2.614 -2.317
C 1.521 -3.240 -3.277
C 2.578 -4.050 -2.883
C 2.836 -4.231 -1.530
C 2.043 -3.605 -0.576
C 0.695 -2.065 1.993
C 0.357 -3.012 2.962
C 1.017 -3.059 4.185
C 2.030 -2.155 4.466
C 2.380 -1.200 3.520
C 1.715 -1.157 2.303
H -4.649 -5.644 0.651
H -2.636 -6.279 -0.643
H -0.723 -4.745 -0.784
H -2.826 -1.911 1.652
H -4.724 -3.457 1.807
H -0.091 -1.989 -2.643
H 1.309 -3.092 -4.330
H 3.198 -4.535 -3.626
H 3.659 -4.862 -1.217
H 2.260 -3.753 0.477
H -0.431 -3.729 2.758
H 0.738 -3.806 4.919
H 2.544 -2.190 5.419
H 3.170 -0.489 3.732
H 2.001 -0.402 1.574
*
```

Frontier orbital gap   7.61 eV
Calculated total energy   -3545.99934 hartree
E_HOMO   -7.7862 eV

Löwdin population analysis, charges in e, atoms 1 to 2: number 1, Be, carries 0.1160; number 2, I, carries 1.1503

Entry 3:
ORCA calculation (ωB97M-V/def2-TZVPD) on a structure of composition C5H9O2Tl in a non-equilibrium geometry.

Geometry as ORCA input:
```
! wB97M-V def2-TZVPD RIJCOSX def2/J DEFGRID3
* xyz 2 1
C -2.531 1.099 0.067
O -1.318 0.429 -0.296
C -1.312 -0.950 -0.111
C -0.132 -1.604 -0.328
O 0.879 -0.832 -0.765
C 2.152 -0.623 0.024
C 2.353 0.868 0.116
Tl 0.492 1.199 -0.858
H -2.292 2.163 0.151
H -3.285 0.944 -0.714
H -2.885 0.715 1.031
H -2.273 -1.444 -0.270
H 2.911 -1.157 -0.559
H 1.985 -1.131 0.982
H 3.268 1.196 -0.393
H 2.378 1.214 1.159
H -0.391 -2.086 0.766
*
```

Frontier orbital gap   6.39 eV
Calculated total energy   -517.93722 hartree
E_HOMO   -17.8887 eV

Löwdin population analysis, charges in e, atoms 1 to 2: number 1, C, carries 0.0225; number 2, O, carries -0.3064

Entry 4:
ORCA calculation (ωB97M-V/def2-TZVPD) on a structure of composition C15H11Cl2F3IrNO8S.

Geometry as ORCA input:
```
! wB97M-V def2-TZVPD RIJCOSX def2/J DEFGRID3
* xyz -2 5
Ir 0.427 1.374 0.413
O 0.713 0.564 4.462
C 0.397 0.368 3.295
O 0.026 1.290 2.461
C 0.345 -1.075 2.793
C -0.757 -1.298 1.744
C -1.093 -2.790 1.647
C 0.186 -3.337 0.947
C 0.987 -2.043 0.711
O -0.069 -1.085 0.496
C 1.622 -1.575 2.030
C 2.770 -0.573 1.774
O 3.903 -0.967 2.110
O 2.498 0.525 1.193
H 0.169 -1.689 3.671
H -1.603 -0.621 1.814
H -1.979 -2.938 1.029
H -1.270 -3.232 2.628
H -0.052 -3.826 0.002
H 0.742 -4.037 1.571
H 1.652 -2.062 -0.146
H 2.094 -2.405 2.546
F -2.776 2.042 2.695
C -3.304 2.887 1.815
F -3.338 4.107 2.377
F -4.585 2.506 1.607
S -2.407 2.920 0.205
O -3.320 3.686 -0.609
O -2.296 1.505 -0.103
O -1.139 3.570 0.500
Cl 3.103 -0.322 -2.028
C 1.898 0.225 -3.150
C 1.942 -0.224 -4.457
C 1.000 0.209 -5.379
C 0.017 1.096 -4.963
C -0.025 1.540 -3.657
Cl -1.278 2.631 -3.189
C 0.901 1.120 -2.663
N 0.877 1.537 -1.388
H 2.728 -0.914 -4.745
H 1.028 -0.143 -6.404
H -0.736 1.453 -5.658
*
```

Frontier orbital gap (spin up / spin down)   6.22 / 7.30 eV
Calculated total energy   -2957.42201 hartree
E_HOMO (spin up / spin down)   -1.5230 / -2.6132 eV

Löwdin population analysis, charges in e, atoms 1 to 2: number 1, Ir, carries 1.4392; number 2, O, carries 0.0344